This record from the OMol25 dataset describes C31H51ClP2W as an isolated structure at a distorted geometry. The level of theory is ωB97M-V with the def2-TZVPD basis set.

```
86
Properties=species:S:1:pos:R:3:forces:R:3
W -0.6259 -0.2262 -2.0571 -0.2 -1.3 3.6
C -1.9080 1.7194 -0.3754 -1.4 -0.1 -1.4
C -2.4160 0.8730 -1.4461 -0.6 0.2 1.0
C -1.9170 -0.4154 0.4555 -1.6 -0.8 -1.6
C -1.7681 0.9446 0.7856 1.1 0.2 0.5
C -2.4406 -0.5064 -0.9024 -1.1 1.6 2.4
C -1.9923 3.2026 -0.4322 0.5 0.3 0.0
H -1.7230 3.5969 -1.4233 -0.2 -0.2 0.2
H -1.3452 3.6978 0.3065 -0.3 -0.2 -0.1
H -3.0335 3.5046 -0.2368 0.2 -0.1 0.0
C -1.7178 1.4534 2.1856 0.2 0.2 0.0
H -1.5161 2.5258 2.2098 0.0 -0.1 0.0
H -0.9637 0.9279 2.7788 -0.1 0.1 0.0
H -2.6788 1.3045 2.6994 0.1 -0.1 -0.2
C -2.0388 -1.4808 1.4754 0.6 -0.6 0.4
H -2.9797 -1.3562 2.0393 0.2 0.1 -0.3
H -1.2220 -1.4217 2.2080 -0.3 0.0 -0.1
H -2.0412 -2.4917 1.0505 -0.1 0.3 0.1
C -3.4090 -1.5346 -1.3837 0.0 -0.7 -0.2
H -4.3906 -1.0565 -1.5331 0.3 -0.2 0.1
H -3.5021 -2.3614 -0.6747 -0.1 0.2 0.0
H -3.1197 -1.9827 -2.3371 -0.2 0.0 0.1
C -3.4074 1.4083 -2.4312 -0.3 0.5 0.1
H -4.2908 1.7545 -1.8788 0.0 0.0 -0.2
H -3.7351 0.6625 -3.1501 0.1 0.0 0.0
H -3.0110 2.2798 -2.9620 -0.1 -0.2 0.0
C 1.0984 0.7153 -2.6147 1.7 1.9 0.0
C -0.0743 1.5776 -2.8795 1.5 0.5 -0.1
C -0.5774 1.7653 -4.2886 -0.6 0.4 -1.1
C -1.4187 0.5958 -4.8591 -0.5 0.2 -0.3
C -1.4761 -0.5777 -3.8942 -0.2 -0.5 -1.1
C -0.2847 -1.4149 -3.6632 -0.1 -0.8 -1.3
C 1.0119 -1.1185 -4.4012 0.6 0.0 -0.4
C 1.8003 0.0718 -3.7831 0.7 -0.7 -0.3
H 0.2323 1.9981 -4.9889 0.1 0.0 0.2
H -1.0526 0.2863 -5.8568 -0.1 0.0 0.5
H -1.2171 2.6548 -4.3206 0.2 -0.1 0.1
H 1.9964 0.8217 -4.5696 0.0 -0.2 0.4
H 1.7553 1.0449 -1.7956 -0.2 -0.1 -0.6
H -0.0779 2.5138 -2.3207 -0.1 -0.3 0.2
H 2.7812 -0.2917 -3.4474 -0.2 0.2 -0.1
H 1.6484 -2.0182 -4.4093 -0.3 0.3 0.0
H -0.5176 -2.4746 -3.5461 0.1 0.1 -0.1
H 0.8192 -0.8863 -5.4629 -0.1 -0.3 0.4
H -2.4525 0.9415 -5.0438 0.5 -0.1 0.1
H -2.3949 -1.1681 -3.9418 0.1 0.3 0.0
P 1.4665 2.2046 0.6055 0.4 0.1 -0.4
C 1.3560 3.2804 2.0652 -0.4 0.0 0.2
H 2.2822 3.8739 2.1024 -0.3 -0.1 0.2
H 1.2142 2.7089 2.9932 0.1 0.3 -0.2
H 0.4811 3.9412 1.9325 0.5 -0.1 0.1
C 2.9816 1.2109 0.8667 -0.3 -0.3 0.0
H 3.7799 1.8550 1.2542 -0.1 -0.2 -0.1
H 3.2874 0.7558 -0.0854 0.0 0.2 0.2
H 2.7645 0.4012 1.5745 0.2 0.2 0.0
C 2.0497 3.4452 -0.6131 -0.4 -0.1 -0.2
H 2.3522 2.9755 -1.5559 0.0 0.2 0.2
H 2.8901 4.0002 -0.1743 -0.2 -0.1 -0.2
H 1.2194 4.1313 -0.8324 0.3 0.0 0.1
P 0.6872 -2.2936 -0.6314 0.3 -0.2 -0.7
C -0.2901 -3.8013 -1.0344 -0.1 0.1 -0.2
H 0.4040 -4.6347 -1.2271 -0.3 0.2 0.1
H -0.9411 -3.6418 -1.9026 0.2 -0.2 0.2
H -0.9290 -4.0464 -0.1689 0.3 0.0 -0.3
C 2.3186 -2.4885 -1.4271 0.1 -0.2 -0.1
H 2.2970 -2.2917 -2.5042 0.0 -0.1 0.4
H 2.6790 -3.5120 -1.2362 0.0 0.4 -0.1
H 3.0045 -1.7683 -0.9521 -0.2 -0.3 -0.2
C 1.1993 -2.8178 1.0464 0.0 0.3 0.4
H 1.6170 -3.8371 0.9754 -0.1 0.4 -0.1
H 0.3495 -2.8454 1.7405 0.3 0.0 -0.2
H 1.9757 -2.1431 1.4315 -0.2 -0.2 0.0
Cl 0.5921 1.6908 5.8033 0.0 0.6 0.0
C 1.1314 0.0862 6.0476 0.3 -1.3 -0.3
C 1.4053 -0.3625 7.3237 0.1 0.1 0.2
C 1.7680 -1.6966 7.5502 -0.1 0.1 -0.4
C 1.7880 -2.6021 6.4778 0.0 0.0 -0.1
C 1.4888 -2.1861 5.1926 -0.2 0.5 0.0
C 1.1981 -0.8023 4.9079 -0.1 -0.2 1.2
C 0.9589 -0.3243 3.6295 0.3 0.0 -0.7
H 1.3284 0.3324 8.1585 0.0 -0.2 -0.2
H 2.0031 -2.0302 8.5575 -0.1 0.1 -0.2
H 2.0373 -3.6452 6.6622 -0.1 0.2 0.0
H 1.4586 -2.8948 4.3568 0.2 0.2 0.4
H 0.8481 -1.0210 2.7997 0.2 0.3 0.3
H 1.0912 0.7348 3.4064 -0.3 -0.4 0.1
```
Forces are in eV/Å.

ΔE to the lowest compared entry with this formula, charge and spin	1.399	eV
HOMO-LUMO gap (alpha / beta)	5.2 / 4.2	eV
multiplicity	3
⟨S²⟩	2.064
total energy	-2421.06038	Ha
charge	+2
LUMO level (alpha / beta)	-6.71 / -9.20	eV

***

This record from the OMol25 dataset describes a single C13H14ClN3OS molecule at a distorted geometry. The level of theory is ωB97M-V with the def2-TZVPD basis set.

```
33
Properties=species:S:1:pos:R:3:forces:R:3
S 3.9839 1.4606 0.7603 -1.2 -0.3 0.4
Cl -5.1120 -2.0735 1.7348 -0.1 -0.2 0.2
N 0.4176 1.9620 2.2172 -0.8 -0.6 0.4
O 1.7926 -1.1283 -2.2051 0.4 -1.5 -0.1
C 2.3764 1.3309 1.3131 1.1 0.1 0.1
C 0.2412 0.7341 1.7515 1.3 1.8 -0.3
C -3.4799 0.0768 1.7607 -0.5 -0.1 0.0
C -2.3935 -2.0047 1.9167 0.4 -0.8 0.1
C -2.2770 0.7064 1.6917 2.1 -0.1 0.2
C -1.1229 -1.4004 1.8954 -1.0 0.9 -0.2
C -3.5828 -1.3019 1.8332 1.2 0.4 -0.2
C -1.0459 -0.0050 1.7412 -0.5 -0.2 0.4
N 1.7319 2.2925 2.0116 -0.5 -1.7 -1.0
N 1.4567 0.3029 1.1914 -0.2 0.4 -0.7
C 1.1730 -0.8891 -3.4531 0.0 0.7 -0.8
C 1.6510 -0.6600 0.1076 0.3 -1.1 -0.4
C 0.4765 0.4555 -3.2930 0.1 0.7 -0.7
C 0.3568 0.6143 -1.8068 -0.2 0.1 1.3
C 1.6468 -0.0485 -1.3187 -0.8 -0.1 0.4
H -4.3466 0.6829 1.7587 -0.9 0.4 -0.1
H -2.4531 -3.0778 2.0197 0.1 -0.1 0.0
H -2.2171 1.7792 1.6365 -0.1 0.2 -0.1
H -0.2398 -2.0072 2.0025 0.1 -0.1 0.0
H 2.1615 3.1995 2.1134 -0.6 0.1 0.3
H 1.9564 -0.7996 -4.2529 -0.7 -0.5 0.6
H 0.4025 -1.6325 -3.7015 0.6 -0.3 0.2
H 0.9147 -1.4791 0.1213 -0.1 0.6 0.2
H 2.6089 -1.1856 0.2891 -0.3 0.6 -0.2
H -0.4847 0.5623 -3.8078 0.3 -0.2 0.0
H 1.1586 1.2105 -3.6934 -0.2 0.2 0.1
H -0.5123 0.0576 -1.4149 0.2 0.1 -0.1
H 0.2754 1.6535 -1.4867 -0.1 0.0 0.0
H 2.4851 0.6115 -1.4337 0.5 0.6 0.1
```
Forces are in eV/Å.

HOMO-LUMO gap	8.1	eV
SMILES	S=c1[nH]nc(-c2ccc(Cl)cc2)n1C[C@@H]1CCCO1
total energy	-1601.65802	Ha
LUMO level	0.02	eV

***

This record from the OMol25 dataset describes C28H42NSn as an isolated structure at a distorted geometry. The level of theory is ωB97M-V with the def2-TZVPD basis set.

```
72
Properties=species:S:1:pos:R:3:forces:R:3
C 3.5813 -12.9010 12.6577 -0.1 0.1 -0.3
C 2.8584 -11.5653 12.4135 -0.5 0.6 0.0
C 2.7850 -11.0913 10.9282 -0.4 -0.8 -0.4
C 2.0950 -9.6761 10.6957 1.4 1.7 1.3
Sn 0.1725 -9.2045 9.5157 2.8 -4.9 0.7
C 0.9843 -10.5269 7.8275 0.1 1.0 -2.7
C 2.0633 -9.7547 7.0005 0.1 0.4 0.2
C 2.4714 -10.3305 5.6271 -0.4 -0.6 0.1
C 3.4732 -9.4512 4.8657 0.0 0.0 0.1
C -0.7289 -11.0997 10.4290 -3.2 -0.2 1.9
C -1.3061 -10.8789 11.9004 -0.2 0.4 0.1
C -2.8356 -10.5974 11.9531 0.2 -0.3 -0.4
C -3.3239 -10.0464 13.2945 0.1 0.0 0.0
H 0.1526 -6.8945 9.5363 0.2 -1.4 -0.2
H 3.6023 -13.1198 13.7399 0.0 0.1 -0.5
H 3.0535 -13.7220 12.1475 0.3 0.2 0.2
H 4.6210 -12.8639 12.2926 -0.4 -0.1 0.1
H 1.8277 -11.6395 12.8014 0.3 0.0 0.0
H 3.3607 -10.7865 13.0149 -0.2 -0.2 -0.3
H 3.8486 -11.0771 10.5783 -0.9 0.3 -0.1
H 2.2705 -11.8791 10.3378 0.3 0.3 0.3
H 1.9339 -9.2363 11.7126 0.1 -0.2 -0.8
H 2.8857 -9.0439 10.2321 -0.7 -0.1 0.3
H 1.4356 -11.5024 8.0977 -0.5 0.6 1.1
H 0.1569 -10.7842 7.1353 0.2 0.2 0.4
H 1.7069 -8.7201 6.8427 0.2 -0.2 0.0
H 2.9930 -9.6705 7.5928 -0.4 0.1 0.0
H 2.9129 -11.3332 5.7769 -0.2 0.3 0.0
H 1.5700 -10.4863 5.0080 0.3 0.1 0.2
H 3.7368 -9.9153 3.8901 -0.2 0.4 0.7
H 3.0366 -8.4483 4.6785 0.3 -0.5 0.0
H 4.3992 -9.3302 5.4629 -0.4 0.0 -0.4
H -1.5874 -11.4367 9.8043 0.6 0.4 0.2
H -0.0813 -11.9929 10.5148 0.9 1.1 -0.8
H -1.1338 -11.7397 12.6094 0.2 0.6 -1.0
H -0.7819 -10.0085 12.3563 -0.2 -0.6 -0.1
H -3.1165 -9.9005 11.1437 0.1 -0.1 0.2
H -3.3712 -11.5414 11.7370 0.2 0.4 0.0
H -4.4210 -9.9259 13.2780 0.5 0.0 0.1
H -3.0568 -10.7388 14.1096 -0.1 0.3 -0.2
H -2.8626 -9.0673 13.5022 -0.2 -0.3 0.0
C 1.3465 -4.9046 4.8659 -0.1 -0.2 0.5
N 0.8995 -4.7473 6.2490 -0.3 -0.8 0.4
C 0.3380 -5.7672 6.9950 0.7 3.4 1.3
C 0.0355 -5.2516 8.2737 -0.3 -0.3 -1.8
C -0.6434 -6.1408 9.2529 -2.2 1.1 -0.2
C -0.9153 -5.4830 10.5942 -1.0 0.2 -0.4
C 0.0519 -4.7202 11.2303 0.9 0.1 1.0
C -0.2135 -4.0850 12.4575 0.4 -0.2 -0.6
C -1.4863 -4.1502 13.0081 0.3 0.6 0.5
C -2.4777 -4.8412 12.3435 -0.7 -0.5 -0.6
C -2.2037 -5.5093 11.1332 -0.1 0.3 0.9
C 0.3176 -3.7897 8.2483 0.6 -2.2 -1.0
C 0.1060 -2.6881 9.0407 -0.2 2.8 1.1
C 0.5641 -1.4086 8.6412 0.2 -1.3 -1.2
C 1.2402 -1.2502 7.3783 -0.3 0.8 1.5
C 1.4201 -2.3228 6.5590 0.0 -1.2 -0.2
C 0.9329 -3.5738 7.0053 0.0 0.0 -1.2
H 1.7309 -3.9521 4.5365 0.1 0.0 -0.3
H 2.1376 -5.6553 4.8301 0.0 0.1 -0.1
H 0.5245 -5.2133 4.2147 0.0 0.1 0.1
H 0.1760 -6.7144 6.5540 0.0 -0.8 -0.2
H -1.6409 -6.5596 8.7771 2.2 0.3 1.2
H 1.0480 -4.5882 10.7852 -0.5 -0.2 0.2
H 0.5883 -3.5316 12.9566 -0.4 -0.2 -0.2
H -1.7035 -3.5966 13.9356 0.1 -0.5 -0.5
H -3.4964 -4.8602 12.7552 0.5 0.0 -0.3
H -3.0217 -6.0173 10.6255 0.2 0.0 0.0
H -0.4559 -2.7220 9.9754 0.3 -0.2 -0.3
H 0.4070 -0.5281 9.2538 -0.1 -0.2 0.0
H 1.6329 -0.2574 7.1087 -0.3 -0.6 0.1
H 1.9521 -2.2794 5.6048 -0.3 0.3 0.4
```
Forces are in eV/Å.

HOMO-LUMO gap	4.0	eV
total energy	-1360.73030	Ha
charge	+1
LUMO level	-6.55	eV

***

This record from the OMol25 dataset describes a 8-piece molecular cluster, C31H75O16P overall at a distorted geometry. The level of theory is ωB97M-V with the def2-TZVPD basis set.

```
123
Properties=species:S:1:pos:R:3:forces:R:3
C 4.8183 14.7563 10.1981 0.0 0.3 0.3
O 4.1088 15.9968 9.9093 -0.5 -0.6 -0.4
P 2.4934 15.9873 9.9833 2.3 0.5 -0.1
O 2.0319 15.5569 11.3028 -0.8 0.1 -0.2
O 2.1380 17.4745 9.5018 1.8 -2.3 -0.4
C 1.3034 18.1861 10.3211 -1.3 2.2 -0.3
O 2.1095 15.1660 8.7084 0.2 -0.8 0.6
C 0.7545 14.7777 8.5098 -0.6 0.1 -1.5
H 5.4736 14.4499 9.3827 -0.4 0.3 -0.4
H 4.1447 13.9395 10.4573 -0.1 0.1 -0.1
H 5.4891 14.9202 11.0414 -0.3 0.2 0.1
H 0.2906 17.8054 10.1892 -0.2 -0.2 0.9
H 1.2706 19.1476 9.8087 -0.1 0.5 0.5
H 1.6911 18.3002 11.3334 -0.4 -0.2 0.1
H 0.7458 13.7449 8.1615 -0.1 0.0 0.3
H 0.4191 15.3964 7.6774 -0.3 -0.1 0.0
H 0.0440 14.9401 9.3202 0.5 -0.1 0.4
C 1.3371 10.7739 8.5567 2.3 0.7 -0.4
O 0.4441 11.1424 7.5493 -2.1 -1.1 1.6
C -0.8815 10.9837 8.1709 -0.3 0.7 -3.1
C -1.9629 11.0402 6.9430 0.6 0.7 1.7
O -2.4095 12.3506 6.7183 -0.3 1.3 -0.4
C -3.3402 12.4456 5.6164 0.9 -0.3 1.1
H 1.4604 11.5132 9.3481 -0.5 0.4 0.2
H 2.3073 10.7940 8.0603 0.2 -0.4 0.1
H 1.2152 9.8140 9.0584 -0.5 -0.3 -0.4
H -0.9398 11.7622 8.9317 -0.7 0.4 -0.3
H -0.9600 10.0539 8.7343 0.1 -0.4 -0.4
H -2.8529 10.4724 7.2142 0.1 -0.7 0.0
H -1.5561 10.7436 5.9763 0.5 -0.9 0.4
H -2.8823 12.1980 4.6588 0.3 -0.1 -0.1
H -3.6650 13.4855 5.5799 -0.3 -0.2 0.1
H -4.1314 11.7193 5.8024 -0.5 0.2 -0.1
C -0.7061 19.9694 7.0922 1.1 2.0 0.1
O -0.0596 18.9569 6.3667 -1.6 -1.1 0.7
C 0.8805 19.2882 5.4116 2.2 0.3 0.2
C 2.3150 19.4419 5.9964 -1.4 0.2 0.6
O 2.4855 20.7256 6.5510 1.6 1.5 0.4
C 3.9226 21.0269 6.8369 -1.7 -2.2 -0.4
H 0.0392 20.7109 7.3799 0.3 0.0 0.4
H -1.1960 19.6821 8.0225 0.1 -0.9 -0.3
H -1.3825 20.6100 6.5262 -0.5 -0.5 -0.6
H 0.6991 20.2070 4.8539 -0.5 0.0 -0.2
H 1.0010 18.4207 4.7627 -0.5 0.1 -0.3
H 3.0193 19.2328 5.1912 0.3 -0.1 0.1
H 2.3543 18.7587 6.8448 0.5 -0.7 -0.3
H 4.0528 21.7067 7.6789 -0.3 0.5 -0.7
H 4.4098 21.1927 5.8761 0.1 0.9 0.2
H 4.3563 20.0916 7.1909 0.1 -0.2 0.2
C -4.3406 13.5603 9.3846 0.9 -0.5 1.1
O -5.5537 12.9136 9.5834 0.5 -1.0 3.0
C -6.4859 13.0725 8.6100 -0.1 0.5 -0.9
C -7.8564 12.4863 9.0102 0.3 0.5 1.3
O -8.5954 13.1708 10.0359 0.2 0.2 -0.2
C -8.1689 12.9833 11.3918 0.4 1.8 -0.6
H -3.6756 12.9383 9.9838 0.6 0.1 -0.4
H -4.2788 14.5263 9.8858 -0.4 0.4 -0.2
H -3.9824 13.6390 8.3582 -0.2 -0.2 -0.1
H -5.9943 12.5270 7.8044 -1.0 -0.2 -1.2
H -6.3748 14.1378 8.4081 -1.4 0.4 -0.8
H -7.6494 11.5252 9.4809 0.1 -0.6 -0.8
H -8.5496 12.4526 8.1697 0.3 -0.3 -0.1
H -8.6092 12.1360 11.9174 0.2 -0.3 -0.3
H -8.4730 13.9097 11.8790 -0.6 -0.1 0.3
H -7.0876 13.0985 11.4666 0.1 -0.9 0.0
C -2.6805 17.1021 11.2166 0.4 -0.3 -0.7
O -3.7078 17.4624 12.1210 0.1 0.1 -0.4
C -4.6784 18.4285 11.6627 -0.1 0.0 1.1
C -6.1106 17.8744 11.5092 0.8 1.1 -1.6
O -7.0507 18.3866 12.4493 1.4 -2.4 2.3
C -6.6566 17.8847 13.8328 -0.3 0.9 -0.8
H -1.8842 16.4651 11.6017 -0.3 0.1 1.3
H -2.1211 17.9562 10.8349 -0.3 0.4 -0.2
H -2.9927 16.4605 10.3925 -0.7 0.4 -0.4
H -4.4215 19.0095 10.7769 0.6 -0.5 -0.3
H -4.7436 19.1798 12.4497 0.1 0.1 0.1
H -6.0063 16.8144 11.2778 -0.6 -0.6 1.1
H -6.4154 18.2520 10.5332 -0.6 0.3 0.1
H -5.6703 18.2707 14.0903 -0.1 0.3 0.0
H -6.5674 16.8142 14.0173 -0.3 -0.4 -1.1
H -7.3910 18.2034 14.5724 -0.1 0.5 -0.4
C -10.1231 20.7914 2.8370 0.0 -1.0 -0.6
O -9.9343 19.3784 2.5033 -0.4 1.9 0.4
C -10.9649 18.5535 3.0230 0.2 -1.7 0.1
C -10.8382 18.1746 4.5064 2.3 1.6 -1.2
O -9.6045 17.4449 4.7105 -0.9 -1.0 0.3
C -8.3912 18.1421 4.9401 -0.7 0.7 0.6
H -9.3522 21.4421 2.4242 0.8 -0.7 0.4
H -10.2011 20.8551 3.9223 -0.1 0.6 -0.1
H -10.9595 21.2232 2.2874 -0.8 -0.4 0.4
H -10.8195 17.6438 2.4403 -0.5 -0.1 -0.1
H -11.9927 18.9078 2.9445 -0.1 0.6 -0.7
H -11.7404 17.6912 4.8812 0.4 -0.5 0.0
H -10.7990 19.1816 4.9220 0.2 -0.1 1.1
H -8.3077 18.4530 5.9814 -0.6 0.8 0.2
H -8.3574 18.9666 4.2279 0.6 0.1 0.2
H -7.4902 17.5288 4.9462 -0.4 -0.7 -1.1
C -1.4572 14.0202 1.4021 1.5 -2.7 1.3
C -1.8020 15.4359 1.3561 0.9 1.9 -0.2
C -3.2711 15.4872 1.0960 -1.1 -0.5 0.5
O -3.8212 14.2056 1.5374 0.6 0.8 0.3
C -2.7835 13.2239 1.4726 0.4 0.8 -1.2
H -0.8521 13.7925 2.2796 -0.2 0.1 0.5
H -0.7191 13.7004 0.6665 -0.7 -0.1 -0.8
H -1.1912 15.9755 0.6323 -0.3 0.0 -0.4
H -1.5190 15.9348 2.2829 -0.4 0.0 0.3
H -3.5606 15.6348 0.0556 0.2 0.1 -0.1
H -3.6860 16.2809 1.7174 -0.5 -0.1 -0.2
H -2.8695 12.7025 0.5193 -0.3 -0.5 0.1
H -2.8709 12.5283 2.3073 0.0 0.1 0.0
C -3.1546 16.6158 5.5047 2.3 0.6 -0.7
C -4.3836 16.8450 6.3459 0.5 -0.3 -0.7
C -3.9007 16.5701 7.7325 1.0 -0.1 0.7
O -2.6628 15.7296 7.7116 -1.5 1.0 -1.2
C -2.0577 15.9226 6.3828 -1.3 -1.0 0.3
H -2.6910 17.5623 5.2266 -0.2 0.4 0.0
H -3.3077 16.1465 4.5329 -0.2 -0.5 0.2
H -5.1931 16.1565 6.1034 -0.1 0.2 -0.3
H -4.6534 17.8932 6.2171 -0.6 -0.2 0.2
H -4.7495 16.1052 8.2339 0.7 -0.3 0.7
H -3.6448 17.5179 8.2062 0.1 -0.1 0.4
H -1.8218 14.9513 5.9479 -0.1 -0.4 0.3
H -1.0838 16.4019 6.4823 -0.4 0.8 0.0
```
Forces are in eV/Å.

HOMO-LUMO gap	9.7	eV
SMILES	COP(=O)(OC)OC.C1CCOC1.C1CCOC1.COCCOC.COCCOC.COCCOC.COCCOC.COCCOC
total energy	-2770.98164	Ha
LUMO level	0.53	eV

***

This record from the OMol25 dataset describes a single C3H7OPS molecule at a distorted geometry. The level of theory is ωB97M-V with the def2-TZVPD basis set.

```
13
Properties=species:S:1:pos:R:3:forces:R:3
C 2.5416 0.0593 0.4620 -0.9 -1.1 -2.4
C -2.0488 -0.1653 -0.0810 0.2 -4.3 1.3
C -0.6462 0.2502 0.4171 -1.3 0.3 -2.0
O 3.3313 -0.7116 -0.0392 0.0 1.7 1.8
P 0.8817 -0.1681 -0.4317 -1.4 0.6 1.2
S -0.3486 1.9611 -0.1466 1.0 0.4 0.7
H 2.5028 0.8267 1.2276 1.1 0.2 0.5
H -2.8145 -0.0630 0.6831 0.2 0.7 0.3
H -2.2928 0.3862 -0.9015 -0.8 1.5 -2.2
H -2.2567 -1.2896 -0.3445 1.0 1.7 0.3
H -0.6719 0.1778 1.4503 0.7 -0.3 2.0
H 1.2781 -1.4601 -0.6101 -0.2 -1.6 -0.3
H 0.5442 0.1964 -1.6854 0.3 0.1 -1.3
```
Forces are in eV/Å.

ΔE to the lowest compared entry with this formula, charge and spin	3.696	eV
HOMO-LUMO gap	7.1	eV
SMILES	C[C@@H]1S[PH2]1C=O
total energy	-933.15616	Ha
LUMO level	-0.82	eV